No. 1
# C11H27NOSeSi3Tl

A structure of composition C11H27NOSeSi3Tl (ωB97M-V with the def2-TZVPD basis set, the OMol25 dataset).

Geometry as XYZ:
```
45
Properties=species:S:1:pos:R:3:mulliken_charge:R:1
Tl -0.113 0.799 0.831 0.729
C -1.628 -2.304 -0.528 -0.987
O -0.486 -1.493 -0.348 -0.164
Si 0.999 -1.624 -1.148 0.303
C 0.619 -1.920 -2.969 -1.324
C 1.702 -3.286 -0.594 -1.314
C 1.903 -0.117 -0.706 0.643
Si 2.121 1.115 -2.054 0.044
C 3.006 2.693 -1.498 -1.197
C 3.189 0.499 -3.494 -1.108
C 0.512 1.748 -2.799 -1.029
Si 3.248 -0.244 0.527 0.080
C 4.921 -0.741 -0.205 -1.146
C 3.601 1.354 1.483 -1.026
C 2.904 -1.497 1.909 -1.140
H -1.777 -2.554 -1.581 0.296
H -2.503 -1.749 -0.192 0.305
H -1.541 -3.232 0.047 0.273
H -0.062 -2.769 -3.070 0.422
H 1.542 -2.186 -3.490 0.345
H 0.174 -1.068 -3.481 0.320
H 1.148 -4.087 -1.095 0.355
H 1.603 -3.438 0.481 0.329
H 2.756 -3.399 -0.859 0.343
H 4.061 2.524 -1.269 0.269
H 2.539 3.151 -0.623 0.301
H 2.958 3.415 -2.319 0.348
H 4.141 0.104 -3.130 0.277
H 3.405 1.318 -4.188 0.376
H 2.693 -0.293 -4.058 0.320
H -0.031 2.387 -2.098 0.277
H -0.187 0.963 -3.089 0.256
H 0.738 2.346 -3.687 0.352
H 5.271 0.010 -0.920 0.272
H 4.846 -1.693 -0.738 0.280
H 5.683 -0.845 0.574 0.369
H 4.049 2.132 0.866 0.322
H 4.300 1.127 2.294 0.360
H 2.698 1.770 1.939 0.244
H 3.190 -2.511 1.625 0.301
H 1.853 -1.520 2.210 0.293
H 3.492 -1.222 2.789 0.406
Se -4.742 0.805 -2.066 -0.367
C -3.119 0.945 -1.290 -0.035
N -2.073 1.036 -0.787 -0.571
```

Results
* gap between HOMO and LUMO: 0.2549 Eh
* total charge: -1
* energy above the lowest of the compared OMol25 structures with the same formula, charge and spin: 13.6 kJ/mol
* F_max: 0.137 eV Å⁻¹
* 2S+1: 1

No. 2
# C11H28BNO3

A cluster of 2 separate species, C11H28BNO3 in total in a non-equilibrium geometry (ωB97M-V with the def2-TZVPD basis set, the OMol25 dataset).

Geometry as XYZ:
```
44
Properties=species:S:1:pos:R:3:mulliken_charge:R:1
C 4.230 -2.580 -0.767 -1.118
C 3.033 -2.224 -1.880 0.360
C 2.701 -0.632 -1.678 -0.669
C 1.798 -3.247 -1.550 -0.627
B 0.331 -2.798 -2.140 0.749
O -0.361 -1.608 -1.598 -0.546
C -1.767 -1.792 -1.190 -0.102
C -1.622 -3.384 -0.701 -0.291
O -0.543 -3.903 -1.605 -0.618
H 5.229 -2.024 -1.022 0.335
H 3.787 -2.263 0.294 0.226
H 4.327 -3.758 -0.735 0.285
H 3.543 -2.386 -2.933 0.201
H 1.979 -0.316 -2.562 0.218
H 2.145 -0.387 -0.678 -0.120
H 3.661 0.059 -1.789 0.365
H 2.064 -4.283 -2.080 0.090
H 1.798 -3.489 -0.391 0.136
H 0.238 -3.024 -3.313 -0.318
H -2.415 -1.640 -2.157 0.211
H -2.015 -1.123 -0.240 -0.033
H -1.293 -3.332 0.439 0.139
H -2.643 -3.990 -0.797 0.230
C -2.049 2.502 0.085 -0.884
N -1.555 3.099 1.405 -0.034
C -2.526 4.213 1.797 -0.885
C -0.173 3.697 1.215 -0.848
C -1.566 2.042 2.546 -0.505
C -0.620 0.848 2.314 -0.713
O -1.032 0.118 1.161 -0.383
H -2.257 3.324 -0.607 0.366
H -1.263 1.880 -0.349 0.468
H -2.961 1.929 0.276 0.346
H -2.531 4.965 1.001 0.381
H -2.187 4.656 2.736 0.381
H -3.522 3.776 1.914 0.377
H 0.518 2.909 0.904 0.368
H 0.149 4.134 2.164 0.341
H -0.229 4.462 0.437 0.376
H -2.600 1.698 2.631 0.404
H -1.286 2.570 3.466 0.370
H -0.680 0.172 3.173 0.368
H 0.411 1.166 2.202 0.391
H -0.247 -0.036 0.603 0.214
```

Results
* gap between HOMO and LUMO: 0.1781 Eh
* total charge: 0
* F_max: 4.402 eV Å⁻¹
* 2S+1: 1

No. 3
# C11H28NO20S4V2

A structure of composition C11H28NO20S4V2 in a non-equilibrium geometry (ωB97M-V with the def2-TZVPD basis set, the OMol25 dataset).

Geometry as XYZ:
```
66
Properties=species:S:1:pos:R:3:mulliken_charge:R:1
O 0.251 -4.787 -1.547 -0.416
V 0.642 -3.339 -1.039 1.266
O 1.411 -3.589 0.383 -0.381
O 2.564 -0.965 -4.868 -0.529
V 2.409 -0.475 -3.323 1.388
O 3.790 0.191 -2.840 -0.355
N 0.548 0.104 -0.486 1.057
O -0.222 0.977 -0.192 -0.576
O 0.241 -1.020 -0.117 -0.504
O 1.535 0.243 -1.122 -0.369
C 3.978 -0.584 1.315 0.591
C 4.203 -2.064 1.507 -0.247
O 5.243 -2.151 2.506 -0.364
S 6.233 -0.862 2.294 1.045
O 7.149 -1.200 1.217 -0.534
O 6.780 -0.378 3.541 -0.513
O 5.049 0.157 1.749 -0.324
H 3.019 -0.184 1.645 -0.111
H 3.971 -0.391 0.242 -0.042
H 4.411 -2.758 0.694 0.240
H 3.344 -2.592 1.923 0.228
O -1.355 -3.316 -0.010 -0.434
S -2.743 -2.954 0.343 1.025
O -3.377 -1.746 -0.205 -0.583
O -3.685 -4.335 -0.043 -0.304
C -5.049 -4.185 -0.241 0.008
C -5.781 -5.399 0.248 -1.304
C -3.005 -2.841 2.190 -0.905
H -5.253 -4.198 -1.311 0.222
H -5.348 -3.340 0.379 0.329
H -5.612 -6.278 -0.374 0.330
H -6.861 -5.263 0.189 0.372
H -5.469 -5.736 1.236 0.338
H -2.262 -2.152 2.591 0.323
H -2.758 -3.856 2.503 0.425
H -3.989 -2.399 2.345 0.363
O -0.795 2.272 -2.882 -0.537
S 0.578 2.667 -3.307 1.079
O 1.618 1.694 -3.702 -0.508
O 0.448 3.732 -4.540 -0.214
C 0.209 3.070 -5.793 -0.282
C -0.496 4.063 -6.770 -1.205
C 1.367 3.893 -2.122 -0.928
H -0.255 2.088 -5.699 0.413
H 1.144 2.862 -6.314 0.273
H -0.655 3.640 -7.762 0.381
H 0.262 4.839 -6.872 0.314
H -1.457 4.300 -6.314 0.324
H 0.590 4.543 -1.718 0.404
H 2.072 4.663 -2.435 0.398
H 1.743 3.356 -1.252 0.288
O -2.747 1.855 2.219 -0.625
S -2.211 1.241 3.423 1.325
O -2.532 -0.072 4.003 -0.620
O -0.544 1.241 3.281 -0.318
C 0.170 2.345 2.845 -0.043
C 1.610 2.251 3.350 -0.927
C -2.448 2.485 4.718 -1.008
H -0.196 3.282 3.263 0.461
H 0.124 2.393 1.757 0.131
H 1.646 2.012 4.413 0.359
H 2.013 3.263 3.301 0.431
H 2.246 1.596 2.755 -0.140
H -2.859 3.342 4.184 0.333
H -1.489 2.666 5.203 0.285
H -3.154 2.086 5.447 0.399
```

Results
* gap between HOMO and LUMO: 0.2103 Eh
* total charge: +1
* energy above the lowest of the compared OMol25 structures with the same formula, charge and spin: 367.5 kJ/mol
* F_max: 7.590 eV Å⁻¹
* 2S+1: 1